One molecule with the formula C3H6N2O2, computed with ωB97M-V/def2-TZVPD.

```
! RIJCOSX wB97M-V def2-TZVPD def2/J DEFGRID3
* xyz 0 1
H 2.097 0.075 -1.954
N 1.400 -0.126 -1.241
C 1.656 0.513 -0.175
O 0.932 0.419 0.941
C -0.077 -0.594 1.008
C -1.453 -0.148 0.510
N -1.471 0.459 -0.706
O -2.444 -0.353 1.187
H 2.476 1.218 -0.015
H 0.256 -1.472 0.443
H -0.185 -0.841 2.063
H -2.382 0.647 -1.099
H -0.680 0.347 -1.329
*
```

Maximum force (eV/A): 0.4
Calculated total energy (Eh): -377.9142
Energy relative to the best compared isomer or geometry (same formula, charge and spin) (kcal/mol): 28.3
Structure (SMILES): [H]/N=C/OCC(N)=O
HOMO (eV): -9.8

***

One molecule with the formula C3H6N2O2, computed with ωB97M-V/def2-TZVPD.

```
! RIJCOSX wB97M-V def2-TZVPD def2/J DEFGRID3
* xyz 0 1
H -0.607 -2.557 -1.744
N -0.732 -1.553 -1.883
C -1.052 -1.010 -0.794
O -1.369 0.312 -0.716
C -0.359 1.153 -0.199
C 0.287 0.568 1.064
N 1.623 0.356 0.996
O -0.358 0.299 2.060
H -1.167 -1.518 0.165
H 0.396 1.371 -0.971
H -0.869 2.080 0.077
H 2.089 -0.022 1.810
H 2.117 0.522 0.135
*
```

Maximum force (eV/A): 0.6
Calculated total energy (Eh): -377.8918
Energy relative to the best compared isomer or geometry (same formula, charge and spin) (kcal/mol): 42.4
Structure (SMILES): [H]/N=C/OCC(N)=O
HOMO (eV): -10.1

***

C3H6N2O2 as an isolated structure in a non-equilibrium geometry, computed with ωB97M-V/def2-TZVPD.

```
! RIJCOSX wB97M-V def2-TZVPD def2/J DEFGRID3
* xyz 0 1
C 0.397 -1.201 0.143
C 0.847 1.031 0.029
C -0.518 0.908 -0.098
H -2.662 -0.356 -0.052
H 0.151 -1.008 1.323
H 0.385 -2.424 -0.576
H 1.385 -0.313 -1.163
H 1.548 1.915 -0.497
H 1.155 1.422 1.297
N -0.763 -0.408 -0.281
N 1.590 -0.249 -0.097
O -2.011 -0.946 0.037
O -1.503 1.627 -0.063
*
```

Maximum force (eV/A): 11.2
Calculated total energy (Eh): -377.6917
Energy relative to the best compared isomer or geometry (same formula, charge and spin) (kcal/mol): 167.9
HOMO (eV): -9.4

***

One molecule with the formula C3H6N2O2, computed with ωB97M-V/def2-TZVPD.

```
! RIJCOSX wB97M-V def2-TZVPD def2/J DEFGRID3
* xyz 0 1
H -0.168 -1.974 0.753
N -0.494 -1.094 1.137
C 0.000 -0.082 0.564
N -0.357 1.202 1.009
C -1.185 1.972 0.211
O -1.970 2.772 0.657
O 0.857 0.007 -0.475
C 1.185 -1.217 -1.114
H -0.652 1.205 1.978
H -1.057 1.779 -0.866
H 2.009 -1.012 -1.795
H 0.328 -1.595 -1.680
H 1.504 -1.963 -0.380
*
```

Maximum force (eV/A): 0.4
Calculated total energy (Eh): -377.8988
Energy relative to the best compared isomer or geometry (same formula, charge and spin) (kcal/mol): 38.0
Structure (SMILES): [H]/N=C(/NC=O)OC
HOMO (eV): -10.1

***

One molecule with the formula C3H6N2O2S in a non-equilibrium geometry, computed with ωB97M-V/def2-TZVPD.

```
! RIJCOSX wB97M-V def2-TZVPD def2/J DEFGRID3
* xyz 0 1
N 1.578 -1.549 1.577
C 1.029 -0.387 1.193
O 1.425 0.702 1.549
N -0.126 -0.484 0.501
C -0.657 0.647 -0.311
C -0.837 0.330 -1.723
O -0.693 -0.797 -2.225
S -1.725 1.617 -2.670
H 1.004 -2.322 1.789
H 2.519 -1.504 2.078
H -0.319 -1.402 0.034
H -0.100 1.571 -0.172
H -1.668 0.915 0.180
H -1.430 2.663 -1.800
*
```

Maximum force (eV/A): 4.0
Calculated total energy (Eh): -776.1069
Energy relative to the best compared isomer or geometry (same formula, charge and spin) (kcal/mol): 20.8
Structure (SMILES): NC(=O)NCC(=O)S
HOMO (eV): -10.0

***

One molecule with the formula C3H6N2O3 in a non-equilibrium geometry, computed with ωB97M-V/def2-TZVPD.

```
! RIJCOSX wB97M-V def2-TZVPD def2/J DEFGRID3
* xyz 0 1
C 1.616 0.797 -1.599
C 0.602 -0.113 -0.813
N 0.778 -1.441 -0.662
O -0.211 -2.065 0.327
O -0.660 0.408 -0.243
C -0.788 0.737 1.156
N -2.185 0.591 1.507
O 0.100 1.029 1.802
H 2.434 1.255 -0.844
H 2.277 0.133 -2.504
H 1.006 1.486 -2.293
H -0.105 -3.057 0.152
H -2.772 -0.293 1.386
H -2.091 0.533 2.628
*
```

Maximum force (eV/A): 7.9
Calculated total energy (Eh): -453.0139
Energy relative to the best compared isomer or geometry (same formula, charge and spin) (kcal/mol): 117.4
Structure (SMILES): C/C(=N/O)OC(N)=O
HOMO (eV): -9.9

***

C3H6N2O3 as an isolated structure in a non-equilibrium geometry, computed with ωB97M-V/def2-TZVPD.

```
! RIJCOSX wB97M-V def2-TZVPD def2/J DEFGRID3
* xyz 0 1
C -0.929 0.389 0.015
C 1.408 0.551 -0.071
C 2.335 -0.544 -0.112
H -1.299 -2.084 0.780
H -2.984 -0.007 -0.119
H -1.886 2.272 0.533
H 1.429 0.969 -0.990
H 1.228 1.153 0.861
H 1.786 -1.575 -0.661
N -2.028 -0.371 0.307
N -0.914 1.680 -0.175
O -1.822 -1.653 -0.149
O 0.160 -0.333 -0.455
O 3.517 -0.447 0.238
*
```

Maximum force (eV/A): 6.1
Calculated total energy (Eh): -452.9145
Energy relative to the best compared isomer or geometry (same formula, charge and spin) (kcal/mol): 179.8
HOMO (eV): -9.3

***

A 2-piece molecular cluster, C3H6N2O3 overall in a non-equilibrium geometry, computed with ωB97M-V/def2-TZVPD.

```
! RIJCOSX wB97M-V def2-TZVPD def2/J DEFGRID3
* xyz 0 1
C 0.895 -1.340 1.012
C 0.971 -0.703 -0.167
N 0.590 -1.010 -1.413
N 1.649 0.589 -0.075
O 1.948 1.139 -1.107
O 1.971 1.053 1.051
H 1.200 -0.963 2.066
H 0.454 -2.281 1.199
H 0.626 -0.396 -2.175
H 0.070 -1.829 -1.675
C -0.966 1.765 0.508
O -1.180 0.721 -0.075
H -0.020 1.853 1.183
H -1.562 2.787 0.314
*
```

Maximum force (eV/A): 2.8
Calculated total energy (Eh): -452.9664
Energy relative to the best compared isomer or geometry (same formula, charge and spin) (kcal/mol): 147.2
Structure (SMILES): C=C(N)[N+](=O)[O-].C=O
HOMO (eV): -8.7